C33H43InN2OPSSb2 as an isolated structure. Source: the Open Molecules 2025 dataset; level of theory: ωB97M-V/def2-TZVPD.

Results
LUMO level (spin up / spin down) ... -11.0 / -10.8 eV
Frontier orbital gap (spin up / spin down) ... 4.645 / 4.871 eV

Geometry as ORCA input:
```
! wB97M-V def2-TZVPD RIJCOSX def2/J DEFGRID3
* xyz 3 1
In -2.23 -0.06 1.18
C 3.84 -0.67 0.19
Sb 1.95 0.03 -0.56
C 2.75 1.98 -1.00
C 2.38 -0.80 -3.02
C 2.16 -2.17 -3.09
C 3.22 -3.06 -2.73
C 3.06 -4.41 -2.81
C 1.81 -4.96 -3.22
C 0.76 -4.15 -3.54
C 0.89 -2.74 -3.54
C -0.17 -1.93 -4.00
Sb -1.43 -1.33 -2.06
C -3.09 -0.53 -3.17
C -2.39 -3.24 -1.82
H 4.63 -0.39 -0.51
H 3.85 -1.75 0.35
H 4.03 -0.18 1.14
H 3.49 1.93 -1.80
H 3.24 2.33 -0.09
H 1.95 2.66 -1.26
H 3.40 -0.45 -2.90
H 1.67 -0.10 -3.44
H 4.17 -2.64 -2.42
H 3.88 -5.07 -2.57
H 1.71 -6.04 -3.31
H -0.18 -4.58 -3.88
H -0.96 -2.44 -4.54
H 0.06 -0.94 -4.37
H -3.37 -1.23 -3.95
H -2.85 0.44 -3.61
H -3.93 -0.40 -2.48
H -2.94 -3.49 -2.72
H -3.09 -3.16 -0.99
H -1.67 -4.01 -1.59
C -1.17 -4.87 4.56
N -0.91 -3.84 3.56
C -0.60 -3.95 2.28
S -0.39 -2.48 1.36
N -0.43 -5.10 1.64
C -0.46 -6.47 2.14
H -1.31 -4.38 5.52
H -0.33 -5.56 4.66
H -2.08 -5.43 4.33
H -0.99 -2.89 3.88
H -0.18 -4.99 0.67
H -1.41 -6.71 2.62
H 0.36 -6.66 2.83
H -0.34 -7.14 1.29
O -0.56 1.37 -0.14
P -0.54 2.76 0.49
C -0.44 4.12 -0.67
C -0.93 5.37 -0.27
C -0.77 6.47 -1.10
C -0.12 6.33 -2.32
C 0.35 5.09 -2.72
C 0.19 3.98 -1.90
C 0.83 2.86 1.67
C 1.28 4.10 2.12
C 2.31 4.17 3.05
C 2.89 3.00 3.53
C 2.43 1.76 3.10
C 1.39 1.70 2.18
C -2.08 2.95 1.43
C -2.12 2.79 2.81
C -3.35 2.75 3.46
C -4.53 2.85 2.73
C -4.48 3.03 1.35
C -3.26 3.08 0.69
H -1.45 5.47 0.68
H -1.16 7.43 -0.79
H 0.02 7.19 -2.95
H 0.84 4.98 -3.68
H 0.54 3.01 -2.22
H 0.84 5.02 1.74
H 2.66 5.13 3.40
H 3.70 3.05 4.24
H 2.87 0.85 3.48
H 1.01 0.73 1.85
H -1.20 2.75 3.39
H -3.40 2.66 4.54
H -5.48 2.81 3.23
H -5.40 3.16 0.79
H -3.21 3.25 -0.38
*
```

---

One molecule with the formula C2H4S2 in a non-equilibrium geometry. Source: the Open Molecules 2025 dataset; level of theory: ωB97M-V/def2-TZVPD.

Results
LUMO level ... -0.4 eV
ΔE to the lowest compared entry with this formula, charge and spin ... 2.543 eV
Frontier orbital gap ... 8.299 eV

Geometry as ORCA input:
```
! wB97M-V def2-TZVPD RIJCOSX def2/J DEFGRID3
* xyz 0 1
C 0.25 -0.52 -0.39
C 0.41 0.54 0.51
H -1.77 0.03 0.73
H 0.66 -0.20 -1.54
H 0.73 -1.50 0.02
H -0.23 0.58 1.44
S -1.51 -0.56 -0.82
S 1.46 1.63 0.06
*
```

---

C5H9AlF6NNaO8S3 as an isolated structure in a non-equilibrium geometry. Source: the Open Molecules 2025 dataset; level of theory: ωB97M-V/def2-TZVPD.

Results
LUMO level ... -14.0 eV
ΔE to the lowest compared entry with this formula, charge and spin ... 5.764 eV
Frontier orbital gap ... 2.308 eV

Geometry as ORCA input:
```
! wB97M-V def2-TZVPD RIJCOSX def2/J DEFGRID3
* xyz 2 1
Na -0.59 -2.22 -0.14
Al 2.95 -2.35 0.44
C -0.72 1.26 -0.13
F 0.53 0.69 -0.18
F -1.21 1.08 1.11
F -0.66 2.60 -0.36
S -1.86 0.26 -1.45
O -3.01 1.15 -1.54
O -1.14 0.14 -2.72
N -1.99 -1.34 -0.63
S -3.55 -1.68 -0.49
O -4.21 -0.82 0.48
O -4.25 -1.96 -1.71
C -3.34 -3.35 0.35
F -2.77 -3.12 1.55
F -4.46 -3.98 0.52
F -2.51 -4.13 -0.41
O 1.17 -1.63 0.06
H 0.76 -0.78 0.31
O 3.34 -0.95 1.51
S 3.07 0.47 1.40
O 4.03 1.48 1.76
O 2.64 0.71 -0.22
C 2.59 2.01 -0.80
C 1.27 2.02 -1.47
C 1.42 0.83 2.16
H 3.39 2.10 -1.54
H 2.72 2.64 0.07
H 0.46 2.49 -0.90
H 0.98 1.01 -1.75
H 1.48 2.62 -2.35
H 1.55 0.42 3.16
H 0.60 0.43 1.56
H 1.30 1.91 2.32
*
```

---

One molecule with the formula C4H5NO2 in a non-equilibrium geometry. Source: the Open Molecules 2025 dataset; level of theory: ωB97M-V/def2-TZVPD.

Results
LUMO level ... 0.6 eV
ΔE to the lowest compared entry with this formula, charge and spin ... 2.292 eV
Frontier orbital gap ... 10.325 eV

Geometry as ORCA input:
```
! wB97M-V def2-TZVPD RIJCOSX def2/J DEFGRID3
* xyz 0 1
O -2.69 -1.53 0.29
C -2.27 -0.46 -0.07
C -0.79 -0.16 -0.14
O -0.22 0.41 -1.19
N -0.10 -0.44 0.89
C 1.18 0.27 0.81
C 1.36 0.21 -0.68
H -2.96 0.39 -0.29
H 1.90 -0.25 1.45
H 1.08 1.31 1.17
H 1.73 1.03 -1.27
H 1.78 -0.78 -0.97
*
```